1.
A molecular structure, C2H3Tl in a non-equilibrium geometry, computed with the ωB97M-V functional and the def2-TZVPD basis.

Each line ends with the Mulliken charge.
Element x y z (Å)
C  0.01  0.33  -0.21  -0.6048
H  0.79  0.94  -0.70  0.1680
C  0.03  -0.89  0.24  -0.4694
H  0.88  -1.54  0.48  0.1557
Tl  -2.28  -0.90  -0.78  -0.2417
H  0.58  2.06  0.96  -0.0078

Computed properties:
HOMO (spin up / spin down) in eV: -1.1 / -1.0
Total charge: -1
HOMO-LUMO gap (spin up / spin down) in eV: 4.767 / 4.578
Relative energy (zero: lowest compared OMol25 entry of this formula, charge and spin) in kJ/mol: 26.19
Multiplicity: 2



2.
18 unconnected molecules or ions with the total composition C2H40N2O17 in a non-equilibrium geometry, computed with the ωB97M-V functional and the def2-TZVPD basis.

Each line ends with the Mulliken charge.
Element x y z (Å)
C  -0.09  -0.83  0.12  2.0548
N  0.95  -1.66  0.82  0.0857
C  2.22  -1.86  0.34  0.0082
N  2.99  -2.82  0.72  -0.9105
H  -0.39  -0.97  -0.95  -0.0890
H  -1.05  -0.93  0.73  -0.6465
H  0.10  0.27  0.16  -0.5927
H  0.45  -2.47  1.12  0.1584
H  2.66  -0.93  -0.06  0.4991
H  3.89  -2.75  0.42  0.2680
H  -3.28  2.65  0.84  0.2968
H  -2.21  2.14  -0.12  0.5151
O  -2.35  2.43  0.81  -0.7767
H  -1.92  -1.32  2.73  0.3081
H  -1.49  -2.79  3.26  0.2973
O  -1.88  -2.30  2.58  -0.6293
H  -0.52  2.82  1.82  0.3951
H  0.64  1.88  2.53  0.5515
O  0.09  2.72  2.67  -0.7680
H  -2.55  -1.25  -0.14  0.3482
H  -2.22  -1.38  -1.67  0.3673
O  -2.80  -1.13  -1.04  -0.8512
H  0.58  -2.78  3.38  0.3077
H  1.43  -3.58  2.48  0.3165
O  0.49  -3.65  2.99  -0.7088
H  -1.33  1.29  3.23  0.3806
H  -2.28  1.15  2.11  0.3519
O  -1.81  0.49  2.76  -0.8055
H  -1.85  -3.70  0.14  0.3717
H  -1.04  -3.30  1.30  0.1573
O  -0.97  -3.84  0.51  -0.6298
H  2.59  -1.22  -2.93  0.2622
H  1.74  -1.89  -1.90  0.1686
O  1.89  -1.07  -2.24  -0.4934
H  -1.56  1.57  -2.11  0.3895
H  -2.52  0.54  -1.57  0.3602
O  -2.28  1.41  -1.54  -0.6886
H  1.99  3.78  1.11  0.3275
H  1.81  2.17  1.37  0.3211
O  2.37  2.96  0.89  -0.7765
H  1.46  0.87  -0.99  -0.0484
H  1.83  2.35  -0.57  0.5467
O  1.44  1.79  -1.36  -0.7005
H  -0.19  3.43  -2.55  0.3965
H  1.19  3.54  -2.12  0.4271
O  0.41  4.04  -2.40  -0.8188
H  0.79  -3.89  -2.42  0.2281
H  -0.10  -3.74  -1.20  0.2579
O  0.53  -3.28  -1.70  -0.6019
H  0.76  1.35  -2.89  0.3769
H  0.07  1.85  -4.13  0.3450
O  -0.21  1.49  -3.26  -0.8115
H  -1.37  4.14  0.27  0.2874
H  -0.22  4.43  -0.82  0.4488
O  -0.44  4.37  0.10  -0.6578
H  -0.20  -1.90  -2.70  0.3318
H  -0.81  -0.52  -3.24  0.3875
O  -0.96  -1.41  -2.97  -0.7687
H  1.37  -0.20  2.17  0.2914
H  2.25  0.81  2.98  0.2410
O  1.90  0.62  2.14  -0.6607

Computed properties:
HOMO in eV: -9.8
Total charge: 0
HOMO-LUMO gap in eV: 9.726
Relative energy (zero: lowest compared OMol25 entry of this formula, charge and spin) in kJ/mol: 487.42
Multiplicity: 1



3.
19 unconnected molecules or ions with the total composition C2H40O19 in a non-equilibrium geometry, computed with the ωB97M-V functional and the def2-TZVPD basis.

Each line ends with the Mulliken charge.
Element x y z (Å)
C  0.87  -2.00  -0.95  -1.9825
C  0.90  -1.07  -0.01  1.0780
O  -0.20  -0.86  0.81  -0.0290
H  1.75  -2.35  -1.46  0.3220
H  0.02  -2.63  -1.18  0.5116
H  1.70  -0.36  0.17  0.3531
H  -0.74  -1.63  0.57  0.1883
H  -1.10  1.13  3.64  0.2794
H  -0.55  1.34  2.30  0.1490
O  -0.50  0.69  3.02  -0.5769
H  -3.01  -1.87  -1.10  0.2476
H  -2.32  -0.79  -1.92  0.2837
O  -2.32  -1.74  -1.78  -0.6302
H  2.19  2.71  2.86  0.3121
H  2.11  1.28  2.78  0.3140
O  2.65  2.01  2.39  -0.6898
H  -2.67  1.66  -3.51  0.2770
H  -1.84  1.72  -2.10  0.3666
O  -2.00  1.28  -2.94  -0.5726
H  -0.44  2.34  -0.07  0.2364
H  -1.27  1.05  0.13  0.2145
O  -1.30  1.93  -0.24  -0.6170
H  0.77  4.71  0.71  0.2996
H  1.65  4.05  1.51  0.2613
O  0.71  3.92  1.27  -0.5249
H  -3.84  0.85  2.38  0.3371
H  -3.11  1.42  1.22  0.2459
O  -3.35  1.64  2.12  -0.5955
H  2.30  1.80  0.51  0.3333
H  1.82  1.38  -0.89  0.1704
O  2.61  1.52  -0.36  -0.4769
H  -0.80  3.89  -1.63  0.3177
H  -0.78  3.01  -2.93  0.2504
O  -0.63  3.90  -2.57  -0.6391
H  -0.50  -0.45  -3.92  0.2344
H  -0.92  -1.86  -3.92  0.3421
O  -0.28  -1.28  -4.37  -0.6238
H  3.55  0.48  -2.64  0.2793
H  4.45  0.85  -1.45  0.3110
O  4.12  0.12  -1.98  -0.6500
H  0.78  0.03  3.89  0.4174
H  2.07  -0.92  4.03  0.3110
O  1.64  -0.11  4.31  -0.6863
H  3.87  -0.61  0.82  0.2730
H  4.43  -1.21  -0.48  0.3940
O  4.42  -1.32  0.48  -0.6718
H  1.43  -4.49  0.67  0.3312
H  0.41  -4.01  -0.30  0.3463
O  0.49  -4.58  0.48  -0.6709
H  1.31  2.18  -3.13  0.3670
H  0.16  1.63  -3.87  0.3030
O  1.09  1.83  -4.00  -0.5970
H  -2.10  -4.41  0.68  0.2955
H  -1.12  -4.73  1.61  0.3469
O  -1.92  -4.16  1.60  -0.6507
H  -1.98  -2.56  2.29  0.4354
H  -1.46  -1.17  2.47  0.2315
O  -2.29  -1.63  2.33  -0.7296
H  -3.48  -1.51  0.84  0.4095
H  -4.78  -1.59  0.10  0.3167
O  -4.04  -0.99  0.22  -0.6799

Computed properties:
HOMO in eV: -9.8
Total charge: 0
HOMO-LUMO gap in eV: 9.424
Relative energy (zero: lowest compared OMol25 entry of this formula, charge and spin) in kJ/mol: 25.11
Multiplicity: 1



4.
19 unconnected molecules or ions with the total composition C2H40O20 in a non-equilibrium geometry, computed with the ωB97M-V functional and the def2-TZVPD basis.

Each line ends with the Mulliken charge.
Element x y z (Å)
O  -1.26  -1.84  -0.29  -0.3925
C  -0.89  -0.45  0.02  1.4347
C  0.64  0.03  -0.04  -1.1431
O  0.62  1.30  0.57  0.3953
H  -1.35  -0.17  1.01  -0.4465
H  -1.42  0.23  -0.66  -0.1685
H  0.92  0.30  -0.99  0.7971
H  1.37  -0.47  0.58  0.4696
O  -3.80  -1.61  -0.27  -0.8911
H  -2.81  -1.63  -0.28  0.0321
H  -3.97  -1.04  0.48  0.5420
O  0.92  -3.27  -0.86  -0.8229
H  0.15  -2.74  -0.69  0.3142
H  1.63  -2.65  -1.07  0.3680
O  1.78  3.10  -0.71  -0.7284
H  2.68  2.91  -0.90  0.2818
H  1.43  2.39  -0.04  -0.1047
O  -3.08  3.16  -0.49  -0.6027
H  -3.38  2.28  -0.30  0.2912
H  -3.32  3.22  -1.44  0.2949
O  2.36  4.01  2.02  -0.6088
H  2.78  4.17  2.88  0.2537
H  2.60  3.10  1.80  0.3408
O  -3.88  -0.39  2.07  -0.7684
H  -3.92  0.49  2.47  0.3359
H  -2.94  -0.33  1.87  0.4270
O  3.23  1.36  1.48  -0.8571
H  3.69  0.70  1.00  0.3497
H  2.37  0.99  1.46  0.4060
O  -0.65  2.29  -1.93  -0.6151
H  -0.78  1.80  -2.76  0.2266
H  -0.15  1.66  -1.37  0.2274
O  2.15  -1.95  2.62  -0.6752
H  1.87  -2.86  2.58  0.2939
H  2.31  -1.95  3.57  0.2699
O  -3.70  0.75  -1.87  -0.6933
H  -3.47  -0.08  -1.45  0.4088
H  -3.16  0.78  -2.62  0.2551
O  -0.95  2.98  1.78  -0.7086
H  -0.52  2.23  1.39  0.1742
H  -0.42  3.02  2.60  0.3024
O  -2.25  -4.24  -1.04  -0.6748
H  -1.78  -3.44  -0.77  0.2580
H  -1.57  -4.94  -0.89  0.3056
O  -1.34  -2.12  2.28  -0.8335
H  -1.34  -1.93  1.33  0.1071
H  -0.74  -1.47  2.68  0.6389
O  0.41  -0.06  3.01  -0.8448
H  0.89  -0.86  2.64  0.2666
H  0.41  0.61  2.25  0.2165
O  3.42  0.38  -1.58  -0.6469
H  2.60  0.70  -1.26  0.0471
H  3.63  0.82  -2.43  0.2244
O  -0.89  -1.22  -2.90  -0.8046
H  -0.93  -1.48  -1.91  0.1818
H  -0.12  -0.66  -3.16  0.4022
O  3.61  -2.49  -0.14  -0.5806
H  3.71  -3.38  -0.48  0.2832
H  3.09  -2.62  0.65  0.2860
O  1.00  0.73  -3.48  -0.4952
H  0.60  1.22  -4.20  0.2368
H  1.88  0.62  -3.81  0.1609

Computed properties:
HOMO in eV: -2.7
Total charge: -2
HOMO-LUMO gap in eV: 6.900
Relative energy (zero: lowest compared OMol25 entry of this formula, charge and spin) in kJ/mol: 320.14
Multiplicity: 1



5.
19 unconnected molecules or ions with the total composition C2H40O20 in a non-equilibrium geometry, computed with the ωB97M-V functional and the def2-TZVPD basis.

Each line ends with the Mulliken charge.
Element x y z (Å)
O  -6.28  11.83  -23.69  -1.1116
C  -7.04  11.19  -22.65  -1.3902
C  -6.10  10.19  -21.94  -1.2171
O  -6.80  9.55  -20.84  1.9203
H  -7.88  10.76  -23.12  2.1600
H  -7.32  12.01  -21.96  0.5526
H  -5.28  10.71  -21.48  0.2129
H  -5.73  9.39  -22.56  0.9020
O  -4.26  7.91  -24.16  -0.6914
H  -5.18  8.22  -24.19  0.3594
H  -3.81  8.27  -23.40  0.4757
O  -3.35  9.11  -21.85  -0.8497
H  -4.20  9.06  -21.32  0.2811
H  -3.29  9.93  -22.27  0.4426
O  -2.03  12.11  -21.25  -0.6585
H  -2.81  12.20  -20.71  0.4039
H  -2.00  12.68  -21.99  0.2608
O  -4.66  9.06  -19.36  -0.6938
H  -5.46  9.17  -19.82  0.0637
H  -4.86  9.24  -18.46  0.3047
O  -5.91  6.98  -21.53  -0.6907
H  -6.73  6.52  -21.56  0.3212
H  -6.09  7.93  -21.60  0.2307
O  -9.54  13.39  -21.41  -0.5922
H  -10.31  12.91  -21.21  0.2984
H  -9.75  13.75  -22.24  0.2603
O  -5.25  13.70  -21.92  -0.8608
H  -5.88  13.94  -21.25  0.2962
H  -5.75  13.16  -22.58  0.2947
O  -4.19  12.40  -19.77  -0.7800
H  -4.67  12.68  -20.54  0.4791
H  -4.85  12.14  -19.06  0.3033
O  -10.15  10.63  -22.15  -0.8433
H  -9.34  11.14  -22.28  0.1186
H  -9.88  9.75  -22.38  0.4167
O  -8.39  8.39  -22.60  -0.7646
H  -7.92  7.86  -23.28  0.3117
H  -7.73  8.98  -22.13  -0.4709
O  -9.08  10.72  -19.69  -0.8401
H  -9.62  10.62  -20.48  0.5978
H  -8.25  10.47  -20.07  -0.1857
O  -6.56  11.58  -18.85  -0.8195
H  -7.31  12.12  -19.10  0.4076
H  -6.55  10.91  -19.55  -0.0039
O  -6.07  9.76  -25.17  -0.7615
H  -6.91  9.29  -25.17  0.3134
H  -6.14  10.38  -24.46  -0.0625
O  -6.73  14.22  -24.81  -0.7014
H  -7.21  14.67  -24.13  0.2744
H  -6.56  13.30  -24.53  0.2426
O  -8.72  12.03  -25.02  -0.7701
H  -8.97  12.91  -24.72  0.3210
H  -7.96  11.82  -24.51  0.1859
O  -7.95  7.89  -19.03  -0.7416
H  -8.82  8.16  -18.77  0.2913
H  -7.58  8.39  -19.81  0.2235
O  -11.01  10.43  -25.20  -0.6690
H  -11.24  9.90  -24.45  0.3251
H  -10.22  10.79  -24.77  0.4381
O  -3.68  11.16  -23.64  -0.6915
H  -4.58  11.39  -23.45  0.2767
H  -3.68  10.76  -24.48  0.2938

Computed properties:
HOMO in eV: -3.7
Total charge: -2
HOMO-LUMO gap in eV: 7.962
Relative energy (zero: lowest compared OMol25 entry of this formula, charge and spin) in kJ/mol: 98.27
Multiplicity: 1



6.
21 unconnected molecules or ions with the total composition C2H42O24S2 in a non-equilibrium geometry, computed with the ωB97M-V functional and the def2-TZVPD basis.

Each line ends with the Mulliken charge.
Element x y z (Å)
O  -0.74  2.27  1.64  -0.6020
O  0.21  3.36  -0.13  -0.3037
O  0.15  -2.53  1.16  -0.3107
O  0.91  -1.78  -0.90  -0.3778
C  -0.24  0.87  -0.34  -0.3760
C  -0.75  -0.40  0.27  -0.2611
S  -0.84  2.42  0.16  0.8878
S  -0.35  -1.97  -0.10  0.5128
H  0.42  0.86  -1.15  0.4955
H  -1.45  -0.26  1.07  0.2217
O  3.33  3.74  0.03  -0.6454
H  2.36  3.65  -0.24  0.3244
H  3.72  2.81  0.15  0.3258
O  2.01  -3.79  3.28  -0.6607
H  2.82  -4.40  3.29  0.2965
H  1.72  -3.66  2.32  0.4312
O  -2.76  -1.47  -2.16  -0.6091
H  -2.09  -1.34  -2.90  0.4156
H  -3.21  -2.37  -2.29  0.2900
O  0.78  5.76  -1.82  -0.6155
H  0.61  5.23  -0.97  0.3792
H  0.59  5.15  -2.61  0.2785
O  -1.76  -5.36  1.64  -0.7078
H  -1.51  -5.20  2.61  0.3096
H  -1.55  -6.32  1.42  0.2902
O  2.52  -4.80  0.69  -0.6166
H  2.40  -4.74  -0.31  0.2505
H  3.41  -4.38  0.93  0.3116
O  2.62  -0.89  -3.49  -0.6796
H  2.83  -1.07  -4.47  0.2682
H  2.64  -1.77  -3.00  0.3090
O  -2.54  -2.08  3.92  -0.6984
H  -1.98  -2.54  4.62  0.2994
H  -1.98  -1.35  3.50  0.3700
O  3.69  -1.61  -0.89  -0.6217
H  2.69  -1.49  -0.82  0.4456
H  3.97  -2.33  -0.23  0.2340
O  -5.05  0.56  1.70  -0.6189
H  -4.80  0.92  2.62  0.3349
H  -6.06  0.62  1.61  0.2978
O  2.93  -3.88  -3.31  -0.6588
H  3.94  -4.02  -3.27  0.3298
H  2.50  -4.63  -2.78  0.2934
O  -0.64  -0.85  -4.10  -0.7527
H  0.08  -1.18  -3.48  0.3620
H  -0.62  0.16  -4.09  0.3476
O  -1.19  6.36  0.35  -0.6199
H  -2.05  5.89  0.11  0.2980
H  -1.10  7.18  -0.24  0.3218
O  -3.81  2.56  -0.08  -0.6067
H  -4.35  2.76  0.75  0.3016
H  -4.20  1.75  -0.54  0.3137
O  1.91  0.00  2.07  -0.5902
H  1.11  0.56  2.34  0.3199
H  1.71  -0.96  2.31  0.3168
O  -3.45  -3.19  1.72  -0.6652
H  -2.75  -3.92  1.67  0.3933
H  -3.30  -2.68  2.58  0.3724
O  0.75  5.04  2.70  -0.6459
H  1.16  5.85  2.27  0.3117
H  0.03  4.68  2.09  0.2627
O  2.81  1.85  -3.88  -0.6584
H  3.54  2.31  -3.35  0.3395
H  2.79  0.88  -3.59  0.4338
O  -0.90  1.92  -3.06  -0.6531
H  -1.71  2.53  -3.09  0.2987
H  -0.09  2.45  -3.33  0.3240
O  -0.78  0.40  3.79  -0.6339
H  0.02  0.63  4.36  0.3025
H  -1.06  1.23  3.28  0.3666

Computed properties:
HOMO in eV: -9.6
Total charge: 0
HOMO-LUMO gap in eV: 4.463
Multiplicity: 1



| no. | total energy (eV) | M (g mol⁻¹) |
| --- | --- | --- |
| 1 | -6809.723 | 231.43 |
| 2 | -40509.933 | 364.34 |
| 3 | -41625.408 | 368.32 |
| 4 | -43672.777 | 384.32 |
| 5 | -43675.077 | 384.32 |
| 6 | -73557.089 | 514.47 |